ORCA calculation (ωB97M-V with the def2-TZVPD basis set) on a 8-piece molecular cluster, C36H54N2O17 overall.

As for the structure (SMILES): N#CC[C@@H](C#N)COCOCCO.O=C1CCCO1.O=C1CCCO1.O=C1CCCO1.O=C1CCCO1.O=C1CCCO1.O=C1CCCO1.O=C1CCCO1. The calculation puts the highest occupied orbital energy at -0.3597 hartree. The calculation puts the HOMO-LUMO gap at 9.8502 eV. As for the energy: -2792.68608 Eh. The calculation puts the molar mass at 786.83 g mol⁻¹.

Geometry as XYZ:
```
109
Properties=species:S:1:pos:R:3:mulliken_charge:R:1
N -2.11321 -0.76649 2.82362 -0.6153
C -2.15735 -1.00370 1.70848 0.1150
C -2.06926 -1.36207 0.29282 1.1227
C -2.48344 -0.16926 -0.62294 0.8285
C -1.25191 0.37041 -1.22885 -0.1454
N -0.29483 0.77792 -1.70230 -0.5724
C -3.54516 -0.51989 -1.72644 -0.4178
O -3.87933 -1.88126 -1.79355 -0.2278
C -4.93045 -2.30389 -0.97235 -0.9279
O -6.12592 -2.32903 -1.70590 -0.4436
C -7.25802 -1.74020 -1.08459 -0.4602
C -7.16566 -0.21935 -0.98841 -0.3583
O -8.45167 0.34047 -0.75205 -0.5130
H -2.67314 -2.24667 0.10614 0.0251
H -1.02670 -1.61735 0.09535 -0.8515
H -2.87698 0.65020 -0.01310 0.4498
H -4.44103 0.09012 -1.56031 -0.0490
H -3.14870 -0.24028 -2.70363 0.5014
H -4.67893 -3.31779 -0.64304 0.5411
H -5.02739 -1.66414 -0.08073 0.6081
H -8.11384 -1.97989 -1.71950 0.3669
H -7.44858 -2.19222 -0.10090 0.2916
H -6.78463 0.16745 -1.93857 0.2722
H -6.46602 0.08867 -0.20067 0.2611
H -8.57100 0.43482 0.19776 0.3097
O -8.87577 6.66125 -1.40489 -0.5826
C -9.29861 5.58676 -1.71354 0.4756
O -8.69511 4.43577 -1.32943 -0.3364
C -9.35189 3.29715 -1.91465 -0.0718
C -10.75831 3.78211 -2.25574 -0.5032
C -10.51326 5.25712 -2.56365 -0.3774
H -8.79240 3.00102 -2.80512 0.1738
H -9.32689 2.47874 -1.20247 0.0919
H -11.21287 3.22140 -3.06939 0.3346
H -11.40150 3.69036 -1.37951 0.2795
H -10.24520 5.42456 -3.60857 0.2341
H -11.33886 5.91374 -2.30387 0.3029
O 2.88595 -1.71628 2.14762 -0.6212
C 2.56386 -0.57565 2.33514 0.8657
O 3.29947 0.44716 1.83339 -0.1798
C 2.75543 1.71479 2.25787 -0.7425
C 1.30121 1.42184 2.60048 -0.0552
C 1.37959 -0.02279 3.09956 -0.6147
H 3.32735 2.06146 3.12113 0.3301
H 2.88257 2.42301 1.44280 0.3555
H 0.88095 2.12341 3.31368 0.3615
H 0.69121 1.46593 1.69751 0.0450
H 1.59068 -0.08973 4.16804 0.3974
H 0.48276 -0.58666 2.86831 0.0388
O -4.64852 -8.58348 -2.79664 -0.5809
C -4.58179 -7.42213 -3.07067 0.4205
O -4.07818 -6.50351 -2.21027 -0.3699
C -4.21157 -5.17849 -2.75243 0.0517
C -4.32775 -5.37114 -4.26058 -0.5928
C -5.02818 -6.72485 -4.34438 -0.4039
H -5.11234 -4.72674 -2.33198 -0.0247
H -3.34229 -4.59446 -2.45910 0.3161
H -4.85834 -4.55616 -4.74776 0.3351
H -3.33207 -5.44116 -4.70024 0.3140
H -6.11544 -6.63191 -4.31009 0.2369
H -4.75358 -7.32028 -5.21067 0.3304
O 8.31167 0.53878 1.16560 -0.5824
C 7.72553 -0.49273 1.00401 0.1996
O 8.37172 -1.68645 1.00094 -0.3178
C 7.45430 -2.75183 0.68778 -0.6617
C 6.07446 -2.20739 1.04061 0.1004
C 6.24812 -0.71591 0.75914 0.3035
H 7.55184 -2.98049 -0.37619 0.2553
H 7.74589 -3.62615 1.26424 0.3332
H 5.27036 -2.67919 0.48145 -0.5149
H 5.87135 -2.35907 2.10035 0.3783
H 6.03475 -0.46203 -0.28146 0.4398
H 5.64898 -0.08763 1.40963 0.0062
O 0.54474 -2.58825 -0.70142 -0.6436
C 1.70962 -2.29569 -0.68249 0.3996
O 2.67729 -3.20726 -0.90762 -0.4583
C 3.97528 -2.61684 -0.71081 -0.1572
C 3.76361 -1.11690 -0.89555 -0.4281
C 2.33088 -0.94702 -0.39776 0.5649
H 4.31055 -2.86716 0.29807 0.2619
H 4.65718 -3.06073 -1.43160 0.4133
H 4.49805 -0.51303 -0.36713 -0.1304
H 3.81679 -0.86651 -1.95587 0.2872
H 2.28943 -0.78377 0.68316 -1.0016
H 1.77693 -0.16379 -0.91000 0.6277
O -1.25270 3.45378 2.46642 -0.5718
C -0.81168 4.54645 2.66949 0.5976
O 0.41837 4.73443 3.21148 -0.3316
C 0.65907 6.13474 3.44094 -0.4826
C -0.28320 6.86265 2.48740 -0.4572
C -1.46096 5.89346 2.41613 -0.5288
H 0.43697 6.35077 4.48786 0.2623
H 1.71211 6.32984 3.25542 0.3222
H -0.54265 7.86104 2.83143 0.3275
H 0.18219 6.95182 1.50516 0.2668
H -2.19081 6.06673 3.20920 0.2682
H -1.97720 5.88485 1.46028 0.3132
O 14.03537 2.39111 1.85226 -0.5743
C 13.39600 1.39362 1.68856 0.4384
O 13.97234 0.16420 1.69004 -0.3428
C 12.99738 -0.84508 1.37513 -0.4968
C 11.64872 -0.22591 1.72210 -0.0465
C 11.90555 1.25053 1.44065 -0.3684
H 13.08231 -1.07894 0.31107 0.2769
H 13.23624 -1.73645 1.95034 0.3021
H 10.82107 -0.64915 1.16044 0.0019
H 11.44043 -0.36774 2.78361 0.2321
H 11.70841 1.51288 0.39958 0.2663
H 11.35020 1.92867 2.08171 0.3052
```